Below is a molecular structure, C34H31MnN9O11 in a non-equilibrium geometry, with properties calculated with wB97M-V/def2-TZVPD.

Computed properties:
**F_max**: 1.51 eV Å⁻¹
**HOMO energy (alpha / beta)**: -8.35 / -7.87 eV
**Relative energy (zero: lowest compared OMol25 entry of this formula, charge and spin)**: 0.00 kcal per mole
**Multiplicity**: 2
**Kohn-Sham gap (alpha / beta)**: 7.811 / 7.333 eV
**E_tot**: -3785.6793 Ha

Structure (XYZ):
```
86
Properties=species:S:1:pos:R:3:forces:R:3:lowdin_spin:R:1
Mn -0.268451 -0.073893 -0.160838 -0.79 0.58 -0.01 0.968
O 1.290467 -3.409514 1.798572 -0.36 0.60 0.06 0.000
C 1.004630 -2.163714 1.417211 0.75 -0.46 -1.23 0.002
O 0.472220 -1.946557 0.318367 0.17 -0.25 1.24 0.001
C 1.800825 -1.118304 2.159219 -0.63 0.18 0.24 0.001
O 1.112831 0.085172 1.987739 0.10 -0.27 0.09 0.016
C 1.836412 1.289626 2.145423 0.03 0.05 -0.06 0.001
C 1.422921 2.245722 1.018521 0.01 -0.03 0.01 0.003
O 1.656688 3.439900 1.153903 0.01 -0.04 -0.05 0.002
O 0.919630 1.667383 -0.002486 0.06 -0.03 0.26 0.004
H 0.841220 -4.002552 1.180214 -0.04 -0.10 -0.02 0.000
H 2.786792 -1.088991 1.675264 0.03 -0.06 0.00 0.000
H 1.920198 -1.397076 3.208569 -0.04 -0.04 -0.01 0.001
H 2.914214 1.112708 2.050492 0.00 0.01 0.02 0.000
H 1.641193 1.735706 3.121398 -0.01 0.00 -0.01 0.000
C 2.826353 -2.676642 -3.882626 0.01 -0.01 0.00 0.000
N 2.332319 -1.624679 -3.005698 0.04 0.04 -0.01 0.000
C 1.081392 -1.342563 -2.642456 0.02 0.01 -0.07 0.000
N 1.076020 -0.337421 -1.787527 0.09 -0.13 0.12 -0.003
C 2.399477 -0.035303 -1.654450 -0.01 0.05 -0.09 0.000
N 3.191361 -0.795485 -2.370811 -0.03 -0.02 -0.05 0.000
C 2.850890 -4.037234 -3.226702 0.01 0.01 0.00 0.000
C 4.039464 -4.733489 -3.061994 0.00 0.01 0.02 0.000
C 4.039030 -6.001552 -2.490288 0.00 0.00 0.00 0.000
C 2.854458 -6.585831 -2.079705 0.01 0.00 0.01 0.000
C 1.659597 -5.887718 -2.239092 -0.01 0.00 0.00 0.000
C 1.663944 -4.622091 -2.808514 -0.02 0.00 -0.01 0.000
C 0.390090 -6.484618 -1.831298 -0.03 -0.08 0.02 0.000
N 0.134906 -7.680922 -1.430666 0.00 0.03 -0.01 0.000
N -1.233006 -7.731401 -1.188441 0.01 0.02 0.01 0.000
C -1.695676 -6.561349 -1.460895 0.02 -0.06 0.00 0.000
O -0.723645 -5.711927 -1.876370 0.00 0.08 -0.01 0.000
C -3.061763 -6.053739 -1.356751 0.00 0.03 -0.01 0.000
C -4.100027 -6.906878 -1.005042 0.01 -0.02 0.00 0.000
C -5.381446 -6.394705 -0.880650 -0.01 0.00 0.00 0.000
C -5.622308 -5.044886 -1.087783 0.01 0.01 0.00 0.000
C -4.584577 -4.186752 -1.437980 0.02 0.02 0.01 0.000
C -4.883422 -2.713084 -1.631201 -0.01 0.02 0.01 0.000
N -3.692479 -1.888099 -1.724244 0.05 -0.09 -0.03 0.001
C -2.760299 -1.684012 -0.792477 0.02 -0.08 0.03 0.002
N -1.769841 -0.981035 -1.306455 -0.07 0.07 0.00 0.001
C -2.168894 -0.759336 -2.587237 -0.02 -0.10 0.01 -0.001
N -3.322111 -1.307941 -2.888164 0.00 0.00 0.02 -0.001
C -3.307416 -4.701626 -1.583785 -0.01 -0.01 -0.01 0.000
H 3.826183 -2.372026 -4.181130 0.00 0.00 -0.01 0.000
H 2.197549 -2.697434 -4.773703 -0.02 0.01 0.01 0.000
H 0.221131 -1.878669 -3.004287 -0.02 0.00 0.03 0.000
H 2.743177 0.768798 -1.028851 0.00 -0.01 0.01 0.000
H 4.972760 -4.283356 -3.377498 0.00 0.00 0.00 0.000
H 4.972507 -6.533074 -2.363620 0.00 0.00 0.00 0.000
H 2.838466 -7.572368 -1.636709 0.00 0.00 0.00 0.000
H 0.723572 -4.100883 -2.930093 0.00 0.00 -0.02 0.000
H -3.893125 -7.953144 -0.826368 0.00 0.00 0.00 0.000
H -6.197458 -7.049503 -0.606077 0.00 0.00 0.00 0.000
H -6.625896 -4.653618 -0.966329 0.00 0.00 0.00 0.000
H -5.492677 -2.349572 -0.802560 0.00 0.00 -0.01 0.000
H -5.438437 -2.542508 -2.552243 0.01 0.00 -0.01 0.000
H -2.816795 -2.043165 0.220688 0.01 0.03 0.03 0.000
H -1.599999 -0.180355 -3.296456 -0.01 0.02 0.01 0.000
H -2.483198 -4.058814 -1.859342 0.01 0.02 0.00 0.000
O -0.899884 -1.776913 2.895513 0.04 0.39 -0.56 0.001
C -1.605120 -0.810573 2.526581 0.25 -0.82 0.71 0.001
O -1.655866 -0.267975 1.391832 0.42 0.26 -0.42 0.006
C -2.556609 -0.247435 3.559160 -0.11 0.20 -0.10 0.000
C -2.737784 -0.890821 4.777256 -0.02 0.01 0.03 0.000
C -3.609787 -0.369162 5.718077 0.01 -0.01 0.01 0.000
C -4.279026 0.803334 5.415768 0.04 0.08 0.08 0.000
C -4.109243 1.470344 4.215700 -0.02 0.03 0.00 0.000
C -3.240960 0.931330 3.281563 -0.05 -0.01 0.06 0.000
N -5.212500 1.365303 6.414537 -0.26 -0.24 -0.20 0.000
O -5.363545 0.754330 7.453700 0.11 0.07 0.06 0.000
O -5.816180 2.377034 6.117703 0.11 0.08 0.05 0.000
H -2.186821 -1.799494 4.974987 0.01 0.00 -0.02 0.000
H -3.775319 -0.849015 6.670734 0.00 0.00 0.00 0.000
H -4.649074 2.387113 4.032786 0.00 0.01 0.00 0.000
H -3.073536 1.413194 2.327591 0.00 0.00 -0.01 0.000
C -2.650865 3.759151 -0.832906 0.01 0.00 0.02 0.000
C -1.635282 2.675230 -1.056067 0.07 0.01 0.04 0.000
C -0.558153 2.950372 -2.059525 -0.03 0.00 -0.01 -0.001
O -1.697773 1.642567 -0.411539 0.05 -0.08 -0.28 -0.004
H -3.220258 3.921867 -1.750646 0.00 0.00 0.00 0.000
H -2.137376 4.694520 -0.602352 0.00 0.00 0.00 0.000
H -3.321810 3.490684 -0.021424 0.00 0.00 0.00 0.000
H -0.925749 3.576012 -2.873345 -0.02 -0.01 0.00 0.000
H -0.124011 2.023190 -2.426829 -0.01 0.00 0.00 0.000
H 0.237091 3.479179 -1.528129 -0.01 0.02 -0.01 0.000
```
Positions in Å, forces in eV/Å.